[1]
A molecular structure, C30H53AuNP2 in a non-equilibrium geometry. Source: the OMol25 dataset; level of theory: wB97M-V/def2-TZVPD.

The geometry in ORCA input format:
```
! RIJCOSX wB97M-V def2-TZVPD def2/J DEFGRID3
* xyz 1 3
Au -0.24 0.18 0.16
C -1.96 1.75 0.29
C -2.36 0.81 -0.76
C -2.20 -0.41 1.25
C -1.95 1.01 1.54
C -2.49 -0.53 -0.17
C -2.02 3.26 0.16
H -1.69 3.64 -0.83
H -1.42 3.81 0.91
H -3.07 3.63 0.29
C -1.94 1.60 2.90
H -1.74 2.69 2.94
H -1.21 1.14 3.58
H -2.92 1.47 3.40
C -2.43 -1.48 2.28
H -3.52 -1.58 2.53
H -1.93 -1.28 3.23
H -2.10 -2.49 1.98
C -3.36 -1.67 -0.65
H -4.42 -1.43 -0.42
H -3.17 -2.63 -0.13
H -3.37 -1.93 -1.73
C -3.15 1.33 -1.89
H -4.10 1.74 -1.48
H -3.49 0.58 -2.62
H -2.71 2.18 -2.44
C 1.25 0.58 -3.25
C 0.24 1.45 -3.40
C -0.35 1.80 -4.73
C -1.22 0.65 -5.28
C -1.26 -0.56 -4.39
C -0.22 -1.42 -4.31
C 1.07 -1.20 -5.03
C 1.94 -0.09 -4.40
H 0.46 2.04 -5.44
H -0.80 0.35 -6.26
H -0.93 2.74 -4.65
H 2.21 0.65 -5.16
H 1.65 0.22 -2.29
H -0.30 1.96 -2.59
H 2.90 -0.51 -4.06
H 1.62 -2.15 -5.13
H -0.37 -2.43 -3.91
H 0.87 -0.93 -6.08
H -2.23 0.99 -5.56
H -2.25 -0.90 -4.03
P 1.38 1.88 0.76
C 1.09 2.76 2.36
H 1.97 3.39 2.59
H 0.94 2.10 3.22
H 0.23 3.44 2.31
C 3.13 1.42 1.02
H 3.69 2.27 1.44
H 3.63 1.13 0.09
H 3.24 0.59 1.72
C 1.65 3.44 -0.20
H 2.16 3.26 -1.16
H 2.32 4.12 0.38
H 0.72 3.99 -0.39
P 0.64 -2.04 -0.06
C -0.50 -3.46 -0.45
H 0.10 -4.30 -0.83
H -1.29 -3.26 -1.16
H -1.02 -3.83 0.46
C 2.32 -2.43 -0.73
H 2.31 -2.63 -1.81
H 2.74 -3.35 -0.29
H 3.05 -1.63 -0.54
C 1.07 -2.99 1.48
H 1.30 -4.04 1.24
H 0.27 -3.00 2.21
H 1.97 -2.61 1.96
C -1.07 -0.43 5.01
C 0.17 -0.49 3.96
C 1.15 -0.76 4.89
C 2.37 -0.92 4.26
C 2.17 -0.78 2.89
C 3.61 -1.31 2.41
N 0.80 -0.43 2.69
H -2.09 -0.18 4.81
H -0.80 0.31 5.79
H -1.12 -1.42 5.52
H 1.11 -0.88 5.96
H 3.25 -1.19 4.83
H 4.44 -0.68 2.81
H 3.85 -2.31 2.83
H 3.74 -1.39 1.34
*
```

Properties
* LUMO level (spin up / spin down): -0.0669 / -0.1885 hartree
* HOMO energy (spin up / spin down): -9.18 / -9.18 eV
* gap between HOMO and LUMO (spin up / spin down): 7.36 / 4.05 eV

***

[2]
A molecular structure, C18H26B2CaF7N5O11P2. Source: the OMol25 dataset; level of theory: wB97M-V/def2-TZVPD.

The geometry in ORCA input format:
```
! RIJCOSX wB97M-V def2-TZVPD def2/J DEFGRID3
* xyz -2 1
Ca 0.79 0.06 -0.17
C 4.79 -0.44 0.56
C 3.62 -0.93 -0.24
N 2.62 -1.62 0.26
O 2.77 -2.04 1.56
B 1.45 -1.94 2.24
F 1.06 -0.56 2.17
F 1.63 -2.38 3.54
O 0.37 -2.76 1.64
N -0.14 -2.16 0.52
C -0.77 -2.93 -0.29
C -1.01 -4.39 -0.05
C -1.10 -2.33 -1.61
N -0.25 -1.47 -2.03
O -0.49 -1.01 -3.27
B 0.73 -0.77 -4.10
F 0.92 -1.91 -4.91
F 0.51 0.33 -4.90
O 1.98 -0.44 -3.34
N 2.53 -1.27 -2.35
C 3.50 -0.58 -1.60
C 4.31 0.50 -2.25
C -2.25 -2.81 -2.44
H 4.67 -0.74 1.60
H 4.82 0.65 0.50
H 5.72 -0.84 0.17
H -0.32 -4.75 0.70
H -0.89 -4.94 -0.98
H -2.03 -4.55 0.31
H 4.13 0.50 -3.32
H 5.38 0.34 -2.06
H 4.04 1.48 -1.86
H -2.85 -3.54 -1.90
H -1.88 -3.23 -3.37
H -2.88 -1.96 -2.70
O 2.42 4.13 0.94
P 2.01 3.30 -0.41
O 2.78 3.85 -1.54
O 2.13 1.84 -0.02
O 0.45 3.68 -0.50
P -0.86 2.96 -1.15
O -0.59 3.13 -2.73
O -2.04 3.72 -0.70
O -0.75 1.48 -0.90
H 2.78 4.97 0.65
H -0.63 4.06 -2.97
C -4.98 0.88 1.11
N -4.01 -0.06 1.64
C -4.41 -0.72 2.86
C -2.62 0.31 1.52
C -2.09 1.46 2.36
C -2.84 2.22 3.25
C -2.27 3.30 3.94
C -0.94 3.64 3.73
C -0.16 2.91 2.84
C -0.78 1.86 2.23
H -5.90 0.35 0.86
H -4.58 1.32 0.20
H -5.23 1.70 1.79
H -5.36 -1.24 2.70
H -4.56 -0.05 3.72
H -3.66 -1.45 3.14
H -2.43 0.58 0.48
H -2.01 -0.57 1.73
H -3.88 1.99 3.41
H -2.88 3.88 4.62
H -0.51 4.50 4.25
H 0.87 3.17 2.64
F 3.52 -2.54 -4.02
C 2.90 -2.57 -2.82
F 3.75 -3.15 -1.96
F 1.85 -3.38 -2.93
*
```

Properties
* LUMO level (spin up / spin down): 0.1632 / 0.1630 hartree
* HOMO energy (spin up / spin down): -3.74 / -2.42 eV
* gap between HOMO and LUMO (spin up / spin down): 8.18 / 6.85 eV

***

[3]
A gas-phase ion, C2HCl2N2O (charge +1) in a non-equilibrium geometry. Source: the OMol25 dataset; level of theory: wB97M-V/def2-TZVPD.

The geometry in ORCA input format:
```
! RIJCOSX wB97M-V def2-TZVPD def2/J DEFGRID3
* xyz 1 1
C -0.16 0.21 -0.67
C 1.04 -0.09 0.14
N -2.50 0.26 0.46
N -1.40 0.19 0.22
O -0.49 0.18 -1.82
Cl 0.33 -1.73 0.68
Cl 1.34 0.99 1.52
H 1.84 -0.01 -0.53
*
```

Properties
* LUMO level: -0.2634 hartree
* HOMO energy: -16.71 eV
* gap between HOMO and LUMO: 9.54 eV

***

[4]
C3H4ClFN2S in the gas phase in a non-equilibrium geometry. Source: the OMol25 dataset; level of theory: wB97M-V/def2-TZVPD.

The geometry in ORCA input format:
```
! RIJCOSX wB97M-V def2-TZVPD def2/J DEFGRID3
* xyz 0 1
C 1.35 0.39 0.91
C 0.80 -0.13 -0.42
C -0.57 -0.21 0.24
H -0.90 -0.71 2.83
H -1.44 0.85 2.57
H 2.01 -0.32 1.30
H 1.76 1.42 1.06
N -0.54 0.25 2.63
N 0.01 0.29 1.37
F 1.34 -1.33 -0.81
S -2.05 -0.71 -0.21
Cl 0.80 1.06 -1.73
*
```

Properties
* LUMO level: 0.0061 hartree
* HOMO energy: -9.08 eV
* gap between HOMO and LUMO: 9.24 eV

***

[5]
11 unconnected molecules or ions with the total composition C44H88O33 in a non-equilibrium geometry. Source: the OMol25 dataset; level of theory: wB97M-V/def2-TZVPD.

The geometry in ORCA input format:
```
! RIJCOSX wB97M-V def2-TZVPD def2/J DEFGRID3
* xyz 0 1
C 19.66 -3.25 -28.43
C 18.35 -2.55 -28.13
O 17.30 -3.46 -27.65
C 16.74 -3.29 -26.43
O 17.24 -2.55 -25.55
O 15.71 -4.10 -26.32
C 15.01 -4.00 -25.07
H 20.47 -2.61 -28.08
H 19.86 -3.46 -29.48
H 19.67 -4.25 -27.99
H 17.93 -2.09 -29.03
H 18.40 -1.74 -27.39
H 15.63 -3.91 -24.18
H 14.43 -4.91 -24.92
H 14.31 -3.16 -25.13
C 13.28 2.22 -18.53
C 14.75 2.39 -18.67
O 15.03 3.60 -19.40
C 16.39 3.81 -19.74
O 17.44 3.28 -19.24
O 16.42 4.69 -20.70
C 17.59 5.39 -21.01
H 12.99 1.40 -17.87
H 12.79 2.09 -19.49
H 12.82 3.13 -18.14
H 15.13 1.59 -19.31
H 15.08 2.37 -17.63
H 18.16 5.58 -20.10
H 17.35 6.36 -21.44
H 18.24 4.83 -21.68
C 1.42 -9.23 -32.31
C 1.68 -9.71 -30.92
O 3.02 -10.31 -31.08
C 4.01 -9.53 -30.50
O 3.87 -8.40 -30.03
O 5.15 -10.35 -30.72
C 6.37 -10.00 -30.04
H 1.93 -8.29 -32.54
H 0.38 -9.19 -32.62
H 1.86 -10.01 -32.94
H 1.02 -10.56 -30.75
H 1.41 -9.05 -30.10
H 7.19 -10.65 -30.35
H 6.39 -10.01 -28.95
H 6.54 -8.94 -30.21
C -4.82 -1.07 -19.54
C -4.04 -2.37 -19.24
O -4.47 -3.29 -20.22
C -5.37 -4.33 -19.99
O -5.86 -4.66 -18.91
O -5.50 -5.01 -21.13
C -6.34 -6.15 -21.10
H -4.61 -0.38 -18.71
H -5.89 -1.16 -19.72
H -4.42 -0.60 -20.43
H -4.32 -2.65 -18.23
H -2.98 -2.16 -19.31
H -5.92 -7.06 -20.68
H -6.37 -6.32 -22.17
H -7.33 -5.90 -20.73
C 4.02 13.29 -26.10
C 5.27 12.84 -25.48
O 5.61 11.55 -25.95
C 5.22 10.48 -25.27
O 4.79 10.48 -24.09
O 5.06 9.49 -26.22
C 4.35 8.36 -25.81
H 3.34 12.48 -26.34
H 4.38 13.82 -26.98
H 3.42 13.88 -25.40
H 5.28 12.88 -24.39
H 6.09 13.45 -25.83
H 4.73 7.77 -24.98
H 4.32 7.67 -26.67
H 3.28 8.54 -25.68
C 5.02 -2.91 -22.04
C 4.22 -1.58 -21.92
O 4.63 -1.13 -20.59
C 4.67 0.15 -20.34
O 4.11 1.06 -20.89
O 5.45 0.25 -19.31
C 5.46 1.50 -18.61
H 6.06 -2.66 -22.25
H 4.74 -3.41 -22.97
H 5.05 -3.65 -21.24
H 3.14 -1.73 -21.89
H 4.44 -0.99 -22.81
H 6.06 2.21 -19.18
H 5.86 1.32 -17.61
H 4.49 1.92 -18.37
C 5.09 -5.16 -15.46
C 6.57 -5.32 -15.24
O 7.28 -5.54 -16.45
C 7.53 -6.83 -16.74
O 7.33 -7.83 -16.09
O 8.01 -6.86 -18.07
C 8.32 -8.09 -18.59
H 4.51 -4.98 -14.55
H 4.70 -6.00 -16.03
H 4.90 -4.42 -16.24
H 6.63 -6.13 -14.51
H 7.05 -4.47 -14.75
H 9.28 -8.49 -18.26
H 8.29 -7.98 -19.68
H 7.48 -8.76 -18.40
C 7.88 0.30 -9.07
C 6.54 0.93 -8.79
O 5.77 1.05 -9.93
C 4.44 1.34 -9.92
O 3.83 1.66 -8.89
O 3.97 1.13 -11.21
C 2.55 1.11 -11.43
H 8.37 0.72 -9.95
H 7.69 -0.74 -9.36
H 8.57 0.21 -8.23
H 6.73 1.89 -8.29
H 6.03 0.38 -8.01
H 2.03 0.94 -10.48
H 2.26 0.26 -12.04
H 2.09 1.96 -11.94
C 1.72 -12.91 -24.70
C 1.19 -14.22 -24.15
O 1.10 -15.21 -25.27
C -0.10 -15.81 -25.48
O -1.19 -15.51 -24.91
O 0.12 -16.77 -26.36
C -0.84 -17.07 -27.30
H 1.90 -12.27 -23.84
H 1.00 -12.46 -25.38
H 2.58 -13.01 -25.36
H 0.27 -14.09 -23.58
H 1.89 -14.67 -23.45
H -0.40 -17.87 -27.90
H -1.26 -16.15 -27.71
H -1.71 -17.49 -26.79
C -0.69 7.30 -17.81
C -0.54 7.20 -16.33
O -1.22 8.22 -15.55
C -1.00 8.42 -14.23
O -0.39 7.70 -13.45
O -1.46 9.59 -14.04
C -1.39 10.20 -12.81
H 0.28 7.40 -18.28
H -1.31 8.15 -18.08
H -1.11 6.38 -18.21
H 0.44 7.21 -15.86
H -1.09 6.28 -16.15
H -1.43 9.51 -11.98
H -2.18 10.95 -12.74
H -0.43 10.72 -12.78
C 13.26 11.55 -26.88
C 12.69 12.62 -25.86
O 12.04 11.93 -24.77
C 12.78 11.43 -23.72
O 14.01 11.50 -23.50
O 11.92 10.80 -23.03
C 12.18 10.08 -21.87
H 13.96 10.83 -26.45
H 13.76 12.10 -27.68
H 12.37 11.13 -27.34
H 12.02 13.27 -26.43
H 13.56 13.24 -25.65
H 12.08 10.66 -20.95
H 13.15 9.59 -21.74
H 11.43 9.29 -21.85
*
```

Properties
* LUMO level: 0.0157 hartree
* HOMO energy: -10.59 eV
* gap between HOMO and LUMO: 11.02 eV

***

[6]
C2H4N4O2 in the gas phase in a non-equilibrium geometry. Source: the OMol25 dataset; level of theory: wB97M-V/def2-TZVPD.

The geometry in ORCA input format:
```
! RIJCOSX wB97M-V def2-TZVPD def2/J DEFGRID3
* xyz 0 1
C 0.78 -1.37 0.11
C -1.11 -0.36 -0.12
H -0.34 2.44 -0.71
H -1.42 1.87 0.64
H 2.60 0.95 0.52
H 1.59 -2.13 0.07
N -0.48 1.82 0.16
N -0.08 0.60 -0.25
N 1.04 -0.03 0.33
N -0.51 -1.63 -0.05
O 2.24 0.38 -0.23
O -2.27 -0.13 0.00
*
```

Properties
* LUMO level: 0.0082 hartree
* HOMO energy: -9.56 eV
* gap between HOMO and LUMO: 9.78 eV

***

[7]
C5H9NO in the gas phase in a non-equilibrium geometry. Source: the OMol25 dataset; level of theory: wB97M-V/def2-TZVPD.

The geometry in ORCA input format:
```
! RIJCOSX wB97M-V def2-TZVPD def2/J DEFGRID3
* xyz 0 1
N 2.46 0.82 -0.04
C 1.33 0.40 -0.41
C 0.85 -1.03 -0.35
C -0.55 -1.21 0.28
C -1.48 -0.05 -0.08
C -0.89 1.26 0.39
O -0.11 1.33 1.31
H 2.57 1.83 -0.08
H 0.82 -1.31 -1.41
H 1.57 -1.68 0.16
H -0.47 -1.25 1.37
H -0.98 -2.17 -0.05
H -1.79 -0.05 -1.13
H -2.40 -0.09 0.52
H -1.26 2.18 -0.12
H 0.53 1.03 -0.84
*
```

Properties
* LUMO level: 0.0336 hartree
* HOMO energy: -9.56 eV
* gap between HOMO and LUMO: 10.47 eV

***

[8]
2 unconnected molecules or ions with the total composition C9H13N3 in a non-equilibrium geometry. Source: the OMol25 dataset; level of theory: wB97M-V/def2-TZVPD.

The geometry in ORCA input format:
```
! RIJCOSX wB97M-V def2-TZVPD def2/J DEFGRID3
* xyz 0 1
C -2.23 1.21 -0.76
C -1.63 0.30 -1.49
C -2.50 1.00 0.65
C -1.74 0.34 1.54
C -1.09 -0.95 -1.09
C -0.44 -1.10 0.07
C -0.37 -0.04 1.15
C -0.10 -2.45 0.67
C 2.55 1.58 -0.73
N 0.66 0.34 1.64
N 2.54 0.13 -0.63
N 2.48 -0.53 0.49
H -2.47 2.23 -1.16
H -1.59 0.50 -2.59
H -3.37 1.53 1.01
H -2.01 0.11 2.55
H -1.22 -1.65 -1.92
H -0.90 -2.74 1.30
H 0.75 -2.21 1.28
H 0.19 -3.36 0.20
H 2.35 1.90 -1.74
H 1.79 2.16 -0.14
H 3.49 1.85 -0.31
H 1.89 -0.14 -1.29
H 2.99 -0.01 1.28
*
```

Properties
* LUMO level (spin up / spin down): 0.0290 / 0.0077 hartree
* HOMO energy (spin up / spin down): -8.47 / -7.32 eV
* gap between HOMO and LUMO (spin up / spin down): 9.26 / 7.53 eV

***

ΔE to the lowest compared entry with this formula, charge and spin list, top to bottom, in eV: 7.466; 0.036; 1.643; 1.472; 8.210; 2.740; 2.268; 5.419
Electronic energy list, top to bottom, in eV: -55715.224; -106469.935; -32152.133; -32229.274; -114616.550; -12190.747; -8866.944; -14007.792